Record 1
Computed, not measured: a 11-piece molecular cluster, C28H81N3O19 overall in a non-equilibrium geometry, with the ωB97M-V functional and the def2-TZVPD basis.

The geometry in ORCA input format:
```
! wB97M-V def2-TZVPD RIJCOSX def2/J DEFGRID3
* xyz 0 1
C 2.319 2.986 1.664
O 2.462 2.438 0.359
C 3.739 1.962 -0.038
C 4.432 2.772 -1.145
C 5.765 2.108 -1.437
N 4.715 4.155 -0.638
H 2.933 3.891 1.579
H 2.534 2.354 2.527
H 1.341 3.390 1.930
H 4.460 1.815 0.771
H 3.533 0.986 -0.494
H 3.800 2.846 -2.031
H 5.578 1.036 -1.569
H 6.582 2.309 -0.752
H 6.072 2.450 -2.429
H 3.878 4.690 -0.887
H 4.585 4.137 0.373
C -2.788 -8.175 4.776
O -3.363 -6.976 4.242
C -2.481 -5.854 4.296
C -2.840 -5.060 3.021
C -2.675 -5.855 1.744
N -1.954 -3.871 2.966
H -2.029 -7.899 5.512
H -2.275 -8.679 3.952
H -3.548 -8.799 5.236
H -2.613 -5.265 5.206
H -1.461 -6.230 4.177
H -3.857 -4.666 3.121
H -1.761 -6.462 1.788
H -2.504 -5.213 0.880
H -3.466 -6.587 1.603
H -2.078 -3.336 3.819
H -2.200 -3.255 2.198
C -2.974 -0.731 -5.835
O -2.687 0.144 -4.767
C -1.872 1.191 -5.245
C -1.441 1.975 -4.013
C -2.594 2.741 -3.369
N -0.341 2.871 -4.371
H -2.122 -1.343 -6.171
H -3.209 -0.166 -6.744
H -3.734 -1.489 -5.652
H -0.935 0.792 -5.667
H -2.314 1.723 -6.099
H -1.116 1.253 -3.261
H -3.488 2.116 -3.431
H -2.765 3.652 -3.947
H -2.337 2.973 -2.336
H -0.644 3.513 -5.102
H -0.059 3.506 -3.621
O 1.928 -3.008 -0.229
C 2.253 -4.213 0.481
C 0.997 -4.845 1.097
O 0.816 -4.322 2.398
H 2.132 -2.227 0.293
H 2.716 -4.821 -0.298
H 2.894 -4.035 1.346
H 1.191 -5.931 1.087
H 0.070 -4.752 0.523
H -0.159 -4.308 2.546
O 2.317 1.965 -4.567
C 1.921 0.629 -4.322
C 2.563 -0.092 -3.155
O 3.758 -0.737 -3.582
H 1.463 2.445 -4.730
H 0.840 0.534 -4.192
H 2.071 0.051 -5.242
H 1.770 -0.756 -2.803
H 2.752 0.702 -2.425
H 4.096 -1.172 -2.788
O -0.783 2.153 -0.268
C -1.245 0.819 -0.297
C -0.523 -0.073 0.716
O 0.755 -0.452 0.226
H 0.134 2.225 -0.568
H -2.299 0.861 -0.003
H -1.193 0.398 -1.305
H -1.108 -0.975 0.875
H -0.466 0.573 1.594
H 1.332 0.284 0.000
O 5.084 -0.643 1.811
C 3.843 -0.409 2.468
C 3.763 -1.309 3.691
O 4.786 -0.921 4.604
H 5.746 -0.808 2.492
H 3.813 0.663 2.703
H 3.013 -0.545 1.771
H 3.896 -2.324 3.306
H 2.780 -1.295 4.164
H 4.484 -1.168 5.482
O -0.486 7.195 -1.784
C -0.319 6.333 -0.665
C 0.810 5.350 -1.005
O 0.581 4.781 -2.283
H -0.147 8.080 -1.625
H -0.296 6.757 0.336
H -1.201 5.684 -0.722
H 0.883 4.500 -0.323
H 1.801 5.823 -1.016
H 0.256 5.486 -2.862
O 0.455 -3.735 -2.473
C -0.902 -3.579 -2.180
C -1.519 -2.313 -2.809
O -2.934 -2.315 -2.828
H 0.914 -3.631 -1.618
H -1.490 -4.430 -2.565
H -1.146 -3.631 -1.111
H -1.066 -2.092 -3.778
H -1.283 -1.484 -2.136
H -3.256 -2.539 -3.703
O -2.325 0.949 5.309
C -0.934 0.984 5.691
C -0.124 0.766 4.405
O -0.114 1.961 3.653
H -2.779 0.552 6.057
H -0.766 1.998 6.069
H -0.758 0.185 6.416
H -0.659 0.009 3.820
H 0.876 0.374 4.579
H -0.990 2.332 3.512
O -4.972 1.764 1.497
C -5.166 2.627 0.369
C -3.935 3.553 0.265
O -4.019 4.642 1.209
H -4.560 2.308 2.179
H -5.280 1.963 -0.484
H -6.012 3.293 0.563
H -3.916 4.157 -0.656
H -2.978 3.038 0.239
H -4.644 5.283 0.871
*
```

Its SMILES is COC[C@H](C)N.COC[C@H](C)N.COC[C@H](C)N.OCCO.OCCO.OCCO.OCCO.OCCO.OCCO.OCCO.OCCO. The calculation puts the relative energy (zero: lowest compared OMol25 entry of this formula, charge and spin) at 65.34 kcal/mol. Its energy is -73715.3055 eV.

---

Record 2
Computed, not measured: a 8-piece molecular cluster, C28H81N8O7 overall in a non-equilibrium geometry, with the ωB97M-V functional and the def2-TZVPD basis.

The geometry in ORCA input format:
```
! wB97M-V def2-TZVPD RIJCOSX def2/J DEFGRID3
* xyz 1 1
N 9.032 31.549 33.240
H 10.033 31.957 33.323
H 9.100 30.493 33.607
H 8.977 31.540 32.263
H 8.571 32.270 33.813
C 13.095 29.468 30.827
C 11.803 29.083 30.032
C 10.520 29.301 30.822
O 10.463 28.506 31.991
C 10.266 27.130 31.667
N 11.846 30.107 29.011
H 14.054 29.125 30.167
H 12.976 29.066 31.924
H 12.940 30.401 31.172
H 11.858 28.120 29.770
H 9.795 29.214 30.079
H 10.474 30.377 30.906
H 11.049 26.590 30.863
H 9.148 26.956 31.130
H 10.288 26.451 32.600
H 11.002 29.961 28.425
H 12.632 29.869 28.461
C 8.287 34.308 31.200
C 6.767 34.414 31.466
C 5.950 34.327 30.238
O 4.621 34.639 30.549
C 3.684 34.801 29.411
N 6.399 33.339 32.304
H 8.760 34.533 32.110
H 8.686 35.010 30.596
H 8.760 33.319 30.881
H 6.790 35.278 31.837
H 6.088 33.618 29.526
H 6.338 35.228 29.702
H 3.983 33.792 28.788
H 4.018 35.677 28.825
H 2.640 34.841 29.570
H 5.895 32.768 31.811
H 5.493 33.567 32.764
C 13.631 33.283 31.092
C 12.480 32.888 31.953
C 12.038 34.041 32.920
O 13.165 34.166 33.950
C 12.962 35.270 34.879
N 11.391 32.597 31.141
H 13.585 34.128 30.819
H 13.607 32.530 30.353
H 14.622 33.122 31.752
H 12.953 32.102 32.458
H 11.003 33.963 33.419
H 11.894 34.966 32.276
H 11.961 34.970 35.467
H 12.667 36.251 34.374
H 13.814 35.285 35.512
H 11.416 31.985 30.431
H 10.786 33.360 30.841
C 8.199 27.532 36.070
C 7.362 28.743 36.473
C 7.147 28.784 37.954
O 6.569 30.128 38.274
C 6.096 30.326 39.506
N 7.994 30.116 36.024
H 7.744 26.541 36.486
H 9.019 27.358 36.550
H 8.519 27.582 35.033
H 6.328 28.451 36.059
H 8.248 28.635 38.435
H 6.811 27.821 37.998
H 6.755 30.301 40.395
H 5.311 29.696 39.732
H 5.935 31.331 39.532
H 8.894 30.086 36.398
H 7.706 30.808 36.681
C 3.764 29.269 34.444
C 4.228 30.736 34.326
C 4.010 31.526 35.543
O 2.573 31.617 35.973
C 2.505 32.215 37.313
N 5.540 30.745 33.760
H 2.695 29.070 34.776
H 4.306 28.861 35.145
H 4.125 28.692 33.523
H 3.701 31.234 33.540
H 4.381 32.534 35.303
H 4.796 31.129 36.283
H 1.480 32.113 37.660
H 2.784 33.315 37.285
H 3.008 31.691 38.162
H 6.157 30.331 34.494
H 5.925 31.629 33.928
C 7.371 29.852 28.676
C 6.488 30.574 29.639
C 5.032 29.976 29.639
O 4.427 30.175 28.414
C 3.124 30.103 28.454
N 7.021 30.505 31.041
H 8.491 30.268 28.626
H 6.922 30.055 27.630
H 7.346 28.809 28.973
H 6.424 31.552 29.327
H 4.466 30.609 30.431
H 5.336 28.983 29.665
H 2.838 29.886 27.518
H 2.572 30.901 28.909
H 2.797 29.074 28.848
H 6.858 29.503 31.464
H 6.542 31.033 31.825
C 7.074 34.105 36.155
C 8.262 34.733 35.310
C 8.688 36.223 35.659
O 9.718 36.455 34.770
C 10.357 37.785 35.029
N 9.318 33.958 35.481
H 7.086 34.395 37.219
H 6.865 33.157 36.190
H 5.987 34.584 35.967
H 8.002 34.713 34.174
H 8.892 36.255 36.720
H 7.869 36.746 35.330
H 11.269 37.744 34.255
H 10.987 37.746 35.961
H 9.795 38.732 34.776
H 9.776 33.612 36.417
H 9.941 34.636 35.399
*
```

The calculation puts the relative energy (zero: lowest compared OMol25 entry of this formula, charge and spin) at 0.00 kcal/mol. Its energy is -56577.5888 eV.

---

Respective HOMO values: -9.07 -11.27 eV.
Respective HOMO-LUMO gap values: 9.25 9.54 eV.